1.
{
  "formula": "C29H35N7O9PY",
  "method": "wB97M-V/def2-TZVPD",
  "homo_energy_ev": -8.508,
  "homo_lumo_gap_ev": 7.95,
  "e_lumo_ev": -0.5589,
  "relative_energy_ev": 0.421,
  "max_force_ev_per_a": 1.04,
  "energy_ev": -69833.2488,
  "species": ["Y", "N", "C", "C", "N", "C", "C", "N", "C", "C", "N", "H", "H", "H", "H", "H", "H", "N", "C", "C", "O", "O", "H", "H", "H", "H", "O", "C", "O", "C", "C", "C", "C", "C", "C", "O", "N", "O", "O", "N", "O", "O", "H", "H", "C", "C", "C", "C", "P", "C", "C", "C", "C", "C", "C", "C", "C", "C", "C", "H", "H", "H", "H", "H", "H", "H", "H", "H", "H", "H", "H", "H", "H", "H", "H", "H", "H", "H", "H", "H", "H", "H"],
  "coordinates": [[0.19545, 0.87289, -0.38543], [1.61948, 3.18572, 3.24991], [0.39350, 3.81740, 3.30060], [-0.36936, 3.21032, 2.35681], [0.35802, 2.22107, 1.73326], [1.54819, 2.23649, 2.29198], [2.57810, 1.27572, 1.91876], [2.26880, 0.19558, 1.24615], [3.44566, -0.48920, 1.06524], [4.46774, 0.19930, 1.64329], [3.90217, 1.32925, 2.19323], [2.39647, 3.36352, 3.86204], [0.18934, 4.61798, 3.98759], [-1.38761, 3.42367, 2.07988], [3.47533, -1.42615, 0.53232], [5.52232, 0.00211, 1.70740], [4.40720, 2.08428, 2.62276], [0.00290, 3.47277, -1.00763], [-1.07941, 3.67727, -1.98347], [-1.59268, 2.35757, -2.55641], [-2.45188, 2.34954, -3.40636], [-1.03534, 1.30436, -2.02096], [0.09057, 4.28847, -0.41271], [0.89448, 3.40180, -1.49899], [-0.78929, 4.31802, -2.81867], [-1.92720, 4.15677, -1.49058], [2.24519, -2.65662, -1.26492], [1.84272, -1.53504, -1.51898], [0.72579, -1.03614, -1.08668], [2.67936, -0.62890, -2.40222], [3.44858, -1.24754, -3.36141], [4.21349, -0.48681, -4.23355], [4.22325, 0.88288, -4.17568], [3.46322, 1.51091, -3.20485], [2.69444, 0.79219, -2.25311], [2.07533, 1.35429, -1.26531], [3.52003, 2.98491, -3.22672], [4.22489, 3.50014, -4.06879], [2.77708, 3.62476, -2.50125], [5.03686, -1.15661, -5.24978], [4.98378, -2.36900, -5.30320], [5.77132, -0.46493, -5.92813], [3.44872, -2.32640, -3.42356], [4.81169, 1.46417, -4.86900], [-3.57925, 0.94670, 0.42701], [-3.28271, -0.14445, 1.46980], [-4.47692, -1.09811, 1.51766], [-3.13581, 0.54749, 2.82734], [-1.65224, -0.94828, 0.95660], [-2.21394, -2.12305, -0.33847], [-2.47791, -1.57877, -1.59683], [-2.92682, -2.37226, -2.64257], [-3.10270, -3.73470, -2.45914], [-2.82428, -4.29381, -1.22115], [-2.38550, -3.49704, -0.17362], [-0.95897, -1.95405, 2.37610], [0.18304, -2.80801, 1.79240], [-1.96698, -2.82360, 3.14163], [-0.29653, -1.00250, 3.38685], [-4.41438, 1.55674, 0.78245], [-3.85699, 0.53751, -0.54341], [-2.73246, 1.62254, 0.26482], [-5.39184, -0.51685, 1.66709], [-4.39938, -1.80691, 2.34274], [-4.58826, -1.66032, 0.59121], [-4.01970, 1.16747, 3.00202], [-2.25939, 1.19844, 2.87083], [-3.06910, -0.16376, 3.64949], [-2.29559, -0.53153, -1.80047], [-3.11392, -1.91533, -3.60544], [-3.43644, -4.35950, -3.27733], [-2.94029, -5.35836, -1.06324], [-2.17941, -3.97880, 0.76919], [-0.12775, -3.51461, 1.02762], [0.63698, -3.36592, 2.61612], [0.94994, -2.18270, 1.33625], [-2.66971, -3.36088, 2.50997], [-2.55380, -2.22773, 3.84230], [-1.41663, -3.56308, 3.73031], [0.38137, -0.30610, 2.89478], [0.29985, -1.60343, 4.07965], [-1.01427, -0.43525, 3.97655]]
}

---

2.
{
  "formula": "C7H6ClN3O2",
  "method": "wB97M-V/def2-TZVPD",
  "homo_energy_ev": -8.675,
  "homo_lumo_gap_ev": 7.80,
  "e_lumo_ev": -0.8796,
  "relative_energy_ev": 1.756,
  "max_force_ev_per_a": 5.02,
  "smiles": "C=c1cn[nH]/c1=C/C=C(\\Cl)[N+](=O)[O-]",
  "energy_ev": -28437.6400,
  "species": ["C", "C", "C", "N", "N", "C", "C", "C", "C", "Cl", "N", "O", "O", "H", "H", "H", "H", "H", "H"],
  "coordinates": [[0.85022, 1.09616, -0.14503], [-0.35129, 0.84528, -0.92864], [-0.94150, 1.42888, -2.07948], [-2.12677, 0.91956, -2.31299], [-2.42149, 0.15178, -1.20061], [-1.32698, 0.10723, -0.31074], [-1.17527, -0.83885, 0.82773], [0.02825, -1.20813, 1.24574], [1.31646, -0.92833, 0.59355], [1.71778, -1.87362, -0.68780], [2.34897, -0.56693, 1.52477], [3.50524, -0.72823, 1.22075], [2.00023, -0.07504, 2.56358], [1.82457, 1.41583, -0.67806], [0.54983, 1.43056, 0.84026], [-0.50070, 2.09649, -2.76093], [-3.36413, -0.41036, -1.17400], [-2.07518, -0.99607, 1.42385], [0.14177, -1.86620, 2.03807]]
}

---

3.
{
  "formula": "C7H8N",
  "method": "wB97M-V/def2-TZVPD",
  "homo_energy_ev": -14.159,
  "homo_lumo_gap_ev": 10.78,
  "total_charge": 1,
  "e_lumo_ev": -3.3803,
  "relative_energy_ev": 3.977,
  "max_force_ev_per_a": 3.26,
  "energy_ev": -8864.4944,
  "species": ["C", "C", "C", "C", "C", "C", "C", "N", "H", "H", "H", "H", "H", "H", "H", "H"],
  "coordinates": [[2.43369, -0.43109, 0.25260], [1.48787, -1.43326, -0.21004], [1.31541, 1.89766, 0.08406], [1.34962, 1.49454, -1.16127], [1.29457, 0.47096, 0.61909], [1.51751, 0.00312, -0.87912], [0.38790, -0.51418, 0.13887], [-2.21602, -0.77386, 0.90298], [3.58609, -0.29364, 0.32764], [1.54379, -2.24164, -0.88351], [1.13409, 2.74937, 0.64335], [1.25007, 2.02314, -2.03796], [-0.69016, -0.60530, 0.17044], [-2.44304, 0.23047, 0.89367], [-1.84234, -1.12035, 1.83975], [-3.03507, -1.43566, 0.83987]]
}

---

4.
{
  "formula": "C17H19ClN6O5S",
  "method": "wB97M-V/def2-TZVPD",
  "homo_energy_ev": -8.524,
  "homo_lumo_gap_ev": 8.37,
  "e_lumo_ev": -0.1522,
  "max_force_ev_per_a": 4.60,
  "smiles": "NS(=O)(=O)OC[C@H]1C[C@@H](Nc2cc(Cl)nc3cc(-c4ccccn4)nn23)[C@H](O)[C@@H]1O",
  "energy_ev": -60471.1411,
  "species": ["N", "S", "O", "O", "O", "C", "C", "C", "C", "N", "C", "C", "C", "Cl", "N", "C", "C", "C", "C", "C", "C", "C", "C", "N", "N", "N", "C", "O", "C", "O", "H", "H", "H", "H", "H", "H", "H", "H", "H", "H", "H", "H", "H", "H", "H", "H", "H", "H", "H"],
  "coordinates": [[3.41414, -0.39536, -5.30777], [2.92105, 1.13909, -5.61266], [2.79313, 0.97371, -7.05645], [4.00062, 1.93521, -5.13223], [1.51512, 1.10648, -4.72867], [1.58982, 1.96163, -3.60462], [0.21675, 1.93474, -2.92981], [-0.16527, 0.55649, -2.45580], [-1.18505, 0.80811, -1.37250], [-1.28424, -0.32599, -0.43625], [-2.16938, -0.29051, 0.63359], [-3.47546, 0.20001, 0.52567], [-4.33584, 0.17093, 1.68053], [-5.99253, 0.74341, 1.53598], [-4.01962, -0.38291, 2.84333], [-2.71531, -0.89941, 2.88240], [-2.08459, -1.56166, 3.90716], [-0.72237, -1.76065, 3.37039], [0.32405, -2.43115, 4.16624], [1.56118, -2.72908, 3.54948], [2.55998, -3.33553, 4.25635], [2.32302, -3.72499, 5.56101], [1.06005, -3.46849, 6.11212], [0.07280, -2.82683, 5.45572], [-0.55398, -1.24035, 2.15988], [-1.78525, -0.77677, 1.84756], [-0.73094, 2.12225, -0.70003], [-1.88450, 2.90571, -0.26647], [0.08318, 2.88741, -1.73617], [-0.56352, 4.13275, -2.12122], [3.35348, -0.82791, -6.20840], [4.38524, -0.24402, -5.05498], [1.86060, 2.98999, -3.92981], [2.34150, 1.65069, -2.88870], [-0.52228, 2.28653, -3.70486], [-0.58646, -0.06030, -3.22321], [0.70172, 0.06322, -2.04622], [-2.15345, 0.98894, -1.88179], [-0.40721, -0.80142, -0.16413], [-3.87278, 0.54573, -0.39785], [-2.48997, -1.81715, 4.85956], [1.72903, -2.43998, 2.53575], [3.50184, -3.59736, 3.77782], [3.07149, -4.17694, 6.22354], [0.85334, -3.73312, 7.15396], [-0.11544, 1.92949, 0.17446], [-2.27751, 2.50619, 0.50651], [1.10260, 3.03648, -1.33651], [-1.24280, 4.27266, -1.42189]]
}

---

5.
{
  "formula": "C46H39BBr2N2O22S",
  "method": "wB97M-V/def2-TZVPD",
  "homo_energy_ev": -8.113,
  "homo_lumo_gap_ev": 6.15,
  "e_lumo_ev": -1.9647,
  "max_force_ev_per_a": 8.94,
  "smiles": "C/C(Br)=C(/Br)c1cc(CB(O)O)c2nc(CCCS(=O)(=O)O)cnc2c1COc1ccccc1.O=C1C=C(O)C(=O)C=C1O.O=C1C=C(O)C(=O)C=C1O.O=C1C=C(O)C(=O)C=C1O.O=C1C=C(O)C(=O)C=C1O",
  "energy_ev": -247929.0153,
  "species": ["C", "C", "Br", "C", "Br", "C", "C", "C", "C", "B", "O", "O", "C", "N", "C", "C", "C", "C", "S", "O", "O", "O", "C", "N", "C", "C", "C", "O", "C", "C", "C", "C", "C", "C", "H", "H", "H", "H", "H", "H", "H", "H", "H", "H", "H", "H", "H", "H", "H", "H", "H", "H", "H", "H", "H", "H", "H", "O", "C", "C", "C", "O", "C", "O", "C", "C", "O", "H", "H", "H", "H", "O", "C", "C", "C", "O", "C", "O", "C", "C", "O", "H", "H", "H", "H", "O", "C", "C", "C", "O", "C", "O", "C", "C", "O", "H", "H", "H", "H", "O", "C", "C", "C", "O", "C", "O", "C", "C", "O", "H", "H", "H", "H"],
  "coordinates": [[-1.30845, -6.37625, -2.12144], [-0.78819, -7.03926, -0.70029], [-1.25344, -8.95709, -0.33055], [0.00395, -6.25672, 0.30464], [0.66464, -7.11325, 2.02451], [0.33348, -4.65862, -0.05577], [1.81540, -4.21235, -0.66221], [2.06468, -2.63459, -1.02835], [3.54191, -2.20993, -1.68396], [3.24614, -2.08694, -3.32969], [3.13017, -0.76557, -4.03458], [3.04014, -3.28566, -4.20965], [0.93888, -1.41925, -0.82514], [1.36587, -0.04189, -1.24993], [0.20867, 0.89350, -1.03732], [0.45004, 2.47997, -1.49769], [0.66339, 3.50406, -0.23665], [1.96086, 3.18253, 0.71210], [1.30284, 2.96880, 2.48097], [2.35843, 2.41573, 3.46880], [0.07858, 1.99156, 2.35208], [0.69663, 4.53043, 2.93948], [-1.24634, 0.52676, -0.40944], [-1.61736, -0.86953, 0.00436], [-0.51072, -1.85787, -0.23221], [-0.76962, -3.45955, 0.12507], [-2.30575, -3.81920, 0.68141], [-3.16111, -3.85330, -0.51392], [-4.59313, -3.88006, -0.18541], [-5.28551, -3.49881, 1.24930], [-6.94688, -3.55482, 1.38638], [-7.92362, -3.97703, 0.12649], [-7.25199, -4.35737, -1.32425], [-5.61709, -4.30662, -1.43719], [-2.37424, -5.90612, -1.94335], [-0.55993, -5.57489, -2.56967], [-1.39319, -7.24642, -2.89986], [2.66832, -4.98997, -0.86435], [4.32926, -3.06574, -1.54680], [3.89495, -1.19547, -1.21624], [2.54714, -0.95089, -4.83309], [2.25137, -3.12519, -4.83047], [-0.56747, 2.80491, -2.02517], [1.33640, 2.52262, -2.27965], [0.85994, 4.58061, -0.71365], [-0.35825, 3.61563, 0.35235], [2.66679, 4.14334, 0.69866], [2.58967, 2.24129, 0.34821], [0.62157, 4.59568, 3.93685], [-2.04131, 1.38376, -0.29559], [-2.31881, -4.88318, 1.21821], [-2.55905, -2.94554, 1.43914], [-4.60683, -3.15880, 2.17040], [-7.48416, -3.25688, 2.39675], [-9.10820, -4.00165, 0.18385], [-7.84920, -4.65000, -2.30246], [-5.12959, -4.59221, -2.48556], [2.90603, 4.71310, 9.86660], [2.51701, 3.86901, 9.06711], [1.74015, 4.22186, 7.86853], [1.31739, 3.27666, 7.02680], [0.58918, 3.60150, 5.89703], [1.61133, 1.83757, 7.26921], [1.19355, 0.99005, 6.48733], [2.40862, 1.48656, 8.45454], [2.83443, 2.43195, 9.29457], [3.58651, 2.10992, 10.40938], [1.53172, 5.27152, 7.70574], [0.40085, 2.74593, 5.45315], [2.63017, 0.43805, 8.60898], [3.76963, 2.96487, 10.85638], [4.69260, 10.43977, -0.71901], [3.81305, 9.61733, -0.48883], [3.54295, 9.11532, 0.86750], [2.58885, 8.20728, 1.08149], [2.32790, 7.73319, 2.35402], [1.76882, 7.66863, -0.03813], [0.91150, 6.82105, 0.18718], [2.02229, 8.18811, -1.39082], [2.97403, 9.09874, -1.60452], [3.21629, 9.59364, -2.87279], [4.14803, 9.51377, 1.67177], [1.59686, 7.08625, 2.24655], [1.40661, 7.80090, -2.19289], [3.95130, 10.23603, -2.76614], [1.24294, 10.77313, -8.28311], [2.00249, 9.93644, -7.80768], [2.30246, 9.87597, -6.36859], [3.14713, 8.96284, -5.88551], [3.43144, 8.89864, -4.53376], [3.81645, 7.97877, -6.77981], [4.60212, 7.16321, -6.30891], [3.49824, 8.02342, -8.21529], [2.65092, 8.93428, -8.69810], [2.34493, 8.98073, -10.04582], [1.81068, 10.59874, -5.73024], [4.06835, 8.15749, -4.43607], [3.97833, 7.29055, -8.85148], [1.71274, 9.72567, -10.14426], [-2.82650, -14.94811, 1.19692], [-3.62380, -14.01940, 1.26647], [-5.07913, -14.22815, 1.21131], [-5.91960, -13.19352, 1.27294], [-7.28855, -13.38276, 1.22440], [-5.41912, -11.79689, 1.39572], [-6.21561, -10.86497, 1.43152], [-3.96493, -11.58977, 1.47519], [-3.12438, -12.62458, 1.41707], [-1.75639, -12.43794, 1.49378], [-5.42915, -15.24836, 1.11974], [-7.67851, -12.48346, 1.28508], [-3.61550, -10.57058, 1.58232], [-1.36635, -13.33666, 1.42702]]
}

---

6.
{
  "formula": "C9H17NO8S",
  "method": "wB97M-V/def2-TZVPD",
  "homo_energy_ev": -9.557,
  "homo_lumo_gap_ev": 10.17,
  "e_lumo_ev": 0.6111,
  "relative_energy_ev": 0.000,
  "max_force_ev_per_a": 0.41,
  "energy_ev": -38313.4681,
  "species": ["N", "C", "C", "O", "C", "C", "C", "O", "S", "O", "O", "O", "H", "H", "H", "H", "H", "H", "H", "H", "H", "H", "H", "C", "C", "C", "O", "C", "O", "O", "H", "H", "H", "H", "H", "H"],
  "coordinates": [[0.89997, -1.70794, -0.16832], [-0.48354, -1.25174, -0.03678], [-0.83207, -0.19505, -1.10210], [0.26949, 0.68345, -1.31273], [-1.99622, 0.71928, -0.71355], [-3.40167, 0.17164, -0.87071], [-3.85389, -0.89269, 0.15081], [-4.74376, -1.75078, -0.59389], [-4.06213, -1.95186, -2.01378], [-5.05578, -2.25283, -2.97222], [-2.90599, -2.77200, -1.86155], [-3.60076, -0.44301, -2.17531], [0.93187, -2.65502, -0.52364], [1.34041, -1.74166, 0.74299], [-0.65068, -0.82465, 0.95704], [-1.17498, -2.09077, -0.15261], [-1.08785, -0.71552, -2.03028], [0.83505, 0.30101, -1.98444], [-1.91601, 1.61475, -1.33021], [-1.87576, 1.03616, 0.32878], [-4.11265, 0.99814, -0.84884], [-3.03111, -1.48860, 0.54124], [-4.43733, -0.45969, 0.95791], [3.02375, 3.00614, 1.23321], [3.73212, 1.71230, 1.58426], [4.00224, 0.75596, 0.43761], [3.98790, -0.51755, 1.09215], [3.19333, -0.41096, 2.17990], [2.78262, -1.33377, 2.81031], [2.90098, 0.88330, 2.42723], [2.66170, 2.99835, 0.20495], [2.16676, 3.14056, 1.89107], [3.68438, 3.86193, 1.35900], [4.65484, 1.89857, 2.13973], [4.96220, 0.90053, -0.05049], [3.19259, 0.77403, -0.29675]]
}